Molecular formula: C70H65BClN6O3P2RbS2Si
Method: DFT, ωB97M-V/def2-TZVPD

The LUMO energy comes out at 0.1166 Ha. As for the orbital gap: 4.37 eV. As for the total charge: -2. The total energy comes out at -5538.5775 Eh. The energy relative to the best compared isomer or geometry (same formula, charge and spin) comes out at 37.3 kJ/mol. The max |F| is 1.406 eV Å⁻¹.

Atoms and positions in Å:
Rb1 -0.647 0.897 -1.301
C1 -0.557 -3.280 1.909
Si1 0.450 -2.995 0.271
C2 0.523 -4.811 -0.417
C3 1.682 -5.611 -0.468
C4 1.713 -6.845 -1.101
C5 0.571 -7.343 -1.722
C6 -0.581 -6.573 -1.707
C7 -0.607 -5.330 -1.072
P1 -2.109 -4.262 -1.171
C8 -2.119 -3.811 -2.950
C9 -3.260 -3.212 -3.488
C10 -3.273 -2.736 -4.789
C11 -2.126 -2.815 -5.569
C12 -0.972 -3.364 -5.032
C13 -0.968 -3.861 -3.733
C14 -3.391 -5.594 -1.053
C15 -4.209 -6.056 -2.078
C16 -5.154 -7.053 -1.846
C17 -5.294 -7.607 -0.583
C18 -4.483 -7.151 0.452
C19 -3.551 -6.153 0.220
C20 2.224 -2.873 1.086
C21 2.675 -3.696 2.125
C22 3.904 -3.509 2.744
C23 4.716 -2.454 2.339
C24 4.296 -1.615 1.315
C25 3.074 -1.834 0.669
P2 2.430 -0.746 -0.684
C26 3.897 0.369 -0.958
C27 3.728 1.731 -0.748
C28 4.781 2.620 -0.954
C29 6.015 2.153 -1.377
C30 6.193 0.792 -1.608
C31 5.140 -0.086 -1.405
C32 2.654 -1.725 -2.227
C33 2.908 -3.090 -2.262
C34 2.991 -3.765 -3.474
C35 2.824 -3.076 -4.667
C36 2.580 -1.707 -4.641
C37 2.495 -1.033 -3.430
H1 -0.499 -4.304 2.304
H2 -1.612 -3.033 1.760
H3 -0.166 -2.609 2.682
H4 2.593 -5.253 0.001
H5 2.633 -7.421 -1.114
H6 0.581 -8.309 -2.214
H7 -1.475 -6.938 -2.203
H8 -4.139 -3.078 -2.865
H9 -4.167 -2.264 -5.179
H10 -2.125 -2.418 -6.577
H11 -0.059 -3.392 -5.615
H12 -0.054 -4.269 -3.320
H13 -4.107 -5.647 -3.076
H14 -5.777 -7.399 -2.662
H15 -6.028 -8.384 -0.404
H16 -4.583 -7.570 1.447
H17 -2.929 -5.795 1.034
H18 2.031 -4.503 2.467
H19 4.222 -4.169 3.545
H20 5.676 -2.283 2.815
H21 4.938 -0.798 1.012
H22 2.746 2.102 -0.479
H23 4.627 3.683 -0.810
H24 6.832 2.846 -1.547
H25 7.150 0.419 -1.956
H26 5.278 -1.144 -1.600
H27 3.028 -3.638 -1.337
H28 3.169 -4.835 -3.478
H29 2.871 -3.604 -5.613
H30 2.437 -1.161 -5.567
H31 2.291 0.035 -3.417
B1 -4.345 0.484 -3.597
N1 -4.558 1.085 -2.156
C38 -5.710 1.585 -1.687
C39 -5.536 1.920 -0.356
C40 -4.199 1.581 -0.106
N2 -3.615 1.085 -1.197
N3 -2.840 0.282 -3.880
C41 -2.050 1.056 -4.653
C42 -0.809 0.459 -4.742
C43 -0.944 -0.711 -3.969
N4 -2.164 -0.805 -3.450
H32 -4.784 1.288 -4.405
H33 -4.917 -0.587 -3.670
H34 -6.574 1.657 -2.330
H35 -6.259 2.336 0.326
H36 -3.639 1.665 0.810
H37 -2.427 1.960 -5.103
H38 0.059 0.810 -5.277
H39 -0.218 -1.490 -3.781
S1 -1.465 0.362 3.138
C44 -1.208 1.624 4.156
N5 -0.743 1.485 5.418
C45 -0.451 2.639 6.251
C46 0.214 3.674 5.395
N6 -0.734 4.049 4.356
C47 -0.537 5.393 3.800
C48 0.783 5.504 3.080
C49 0.950 4.898 1.836
C50 2.169 4.971 1.185
C51 3.236 5.646 1.767
C52 3.076 6.256 3.003
C53 1.851 6.181 3.656
C54 -1.418 3.095 3.680
S2 -2.423 3.413 2.434
C55 -0.617 0.193 6.087
C56 0.831 -0.133 6.346
C57 1.679 -0.355 5.262
C58 3.023 -0.612 5.469
C59 3.533 -0.658 6.763
C60 2.695 -0.445 7.846
C61 1.346 -0.179 7.635
H40 0.214 2.322 7.054
H41 -1.367 3.046 6.694
H42 1.146 3.287 4.972
H43 0.451 4.562 5.982
H44 -0.576 6.101 4.631
H45 -1.365 5.601 3.129
H46 0.122 4.383 1.361
H47 2.271 4.499 0.220
H48 4.188 5.699 1.253
H49 3.902 6.787 3.461
H50 1.723 6.659 4.623
H51 -1.069 -0.558 5.445
H52 -1.177 0.237 7.026
H53 1.276 -0.329 4.255
H54 3.665 -0.790 4.618
H55 4.584 -0.866 6.922
H56 3.088 -0.481 8.855
H57 0.686 -0.012 8.481
C62 -3.726 4.626 -2.018
C63 -2.671 5.574 -1.521
C64 -2.949 6.553 -0.581
C65 -1.949 7.401 -0.129
Cl1 -2.333 8.637 1.063
C66 -0.656 7.279 -0.589
C67 -0.354 6.291 -1.518
C68 -1.356 5.456 -1.997
O1 -1.187 4.505 -2.944
C69 0.113 4.117 -3.385
C70 0.820 3.086 -2.484
O2 1.577 2.290 -3.064
O3 0.541 3.132 -1.253
H58 -4.666 4.781 -1.489
H59 -3.422 3.589 -1.870
H60 -3.894 4.753 -3.090
H61 -3.955 6.649 -0.190
H62 0.124 7.922 -0.203
H63 0.670 6.147 -1.824
H64 0.752 4.996 -3.525
H65 -0.050 3.652 -4.354